The following is a quantum chemistry calculation of the ion C2H9N2O with charge +1, from the OMol25 dataset.

Bonds (Å) are listed after each position.
Geometry (Å):
1 N 0.723 1.382 -0.193  C2 1.499, H6 1.022, H7 1.018, H8 1.035
2 C 0.335 0.745 1.108  N1 1.499, N3 1.428, H9 1.116, H10 1.088
3 N -0.295 -0.522 0.919  C2 1.428, C4 1.417, H11 1.006
4 C -0.942 -0.960 -0.263  N3 1.417, O5 1.507, H12 1.083, H13 1.110
5 O 0.019 -0.772 -1.408  C4 1.507, H14 0.957
6 H 1.561 1.899 0.084  N1 1.022
7 H 0.021 2.030 -0.545  N1 1.018
8 H 0.947 0.704 -0.941  N1 1.035
9 H -0.358 1.491 1.565  C2 1.116
10 H 1.198 0.675 1.766  C2 1.088
11 H -0.252 -1.114 1.731  N3 1.006
12 H -1.231 -2.001 -0.184  C4 1.083
13 H -1.867 -0.435 -0.581  C4 1.110
14 H 0.119 -1.699 -1.623  O5 0.957

Calculated values
charge	+1
SMILES	[NH3+]CNCO
largest force on an atom	2.28	eV/Å
Kohn-Sham gap	10.31	eV
calculated total energy	-7240.253	eV
energy above the lowest of the compared OMol25 structures with the same formula, charge and spin	2.1026	eV


The following is a quantum chemistry calculation of a cluster of 2 separate species, C2H9N2O in total, from the OMol25 dataset.

Bonds (Å) are listed after each position.
Geometry (Å):
1 C 0.943 0.454 -0.096  C2 1.411, N4 1.349, H5 1.048
2 C 0.639 -0.920 -0.192  C1 1.411, N3 1.436, H6 1.108
3 N -0.663 -1.411 -0.550  C2 1.436, H7 0.999, H8 1.022, H9 0.973
4 N 2.046 0.867 0.561  C1 1.349, H10 0.964, H11 1.008
5 H 0.295 1.104 -0.601  C1 1.048
6 H 1.295 -1.739 0.163  C2 1.108
7 H -0.718 -1.806 -1.467  N3 0.999
8 H -1.318 -0.627 -0.544  N3 1.022
9 H -1.009 -2.052 0.094  N3 0.973
10 H 2.787 0.289 0.778  N4 0.964
11 H 2.418 1.802 0.492  N4 1.008
12 H -3.004 1.090 -0.187  O14 0.911
13 H -1.940 1.619 0.789  O14 0.966
14 O -2.247 0.866 0.268  H12 0.911, H13 0.966

Calculated values
charge	+1
largest force on an atom	4.96	eV/Å
Kohn-Sham gap	9.63	eV
calculated total energy	-7240.422	eV
energy above the lowest of the compared OMol25 structures with the same formula, charge and spin	1.9342	eV


The following is a quantum chemistry calculation of a cluster of 2 separate species, C2H9N2O in total, from the OMol25 dataset.

Bonds (Å) are listed after each position.
Geometry (Å):
1 C 0.939 -0.402 2.282  N4 1.471, H5 1.087, H6 1.088, H7 1.077
2 N 0.215 -0.572 -1.320  C3 1.349, H8 1.028, H9 1.008
3 C 0.199 -0.758 0.016  N2 1.349, N4 1.281, H10 1.095
4 N 0.815 -0.024 0.866  C1 1.471, C3 1.281, H11 1.018
5 H 1.953 -0.754 2.455  C1 1.087
6 H 0.725 0.480 2.881  C1 1.088
7 H 0.163 -1.107 2.530  C1 1.077
8 H -0.349 0.157 -1.776  N2 1.028
9 H 0.244 -1.388 -1.910  N2 1.008
10 H -0.379 -1.624 0.354  C3 1.095
11 H 1.165 0.830 0.437  N4 1.018
12 H -2.681 1.081 -1.467  O14 0.965
13 H -1.778 2.046 -2.215  O14 0.965
14 O -1.758 1.351 -1.545  H12 0.965, H13 0.965

Calculated values
charge	+1
largest force on an atom	1.84	eV/Å
Kohn-Sham gap	10.94	eV
calculated total energy	-7240.986	eV
energy above the lowest of the compared OMol25 structures with the same formula, charge and spin	1.3703	eV


The following is a quantum chemistry calculation of a cluster of 2 separate species, C2H9N2O in total, from the OMol25 dataset.

Bonds (Å) are listed after each position.
Geometry (Å):
1 C 1.696 0.930 -0.063  N4 1.440, H5 1.101, H6 1.094, H7 1.086
2 N -1.162 -1.100 0.882  C3 1.370, H8 1.005, H12 1.015
3 C 0.116 -0.615 0.794  N2 1.370, N4 1.341, H9 1.119, H10 1.122
4 N 0.339 0.454 0.016  C1 1.440, C3 1.341
5 H 1.649 1.991 0.229  C1 1.101
6 H 2.064 0.715 -1.071  C1 1.094
7 H 2.318 0.502 0.717  C1 1.086
8 H -1.380 -1.961 1.351  N2 1.005
9 H 0.769 -1.434 0.400  C3 1.119
10 H 0.592 -0.361 1.777  C3 1.122
11 H -2.235 0.851 -2.307  O14 0.967
12 H -1.929 -0.569 0.482  N2 1.015
13 H -0.978 0.436 -1.464  O14 0.963
14 O -1.858 0.162 -1.743  H11 0.967, H13 0.963

Calculated values
charge	+1
largest force on an atom	1.57	eV/Å
Kohn-Sham gap	6.86	eV
calculated total energy	-7236.782	eV
energy above the lowest of the compared OMol25 structures with the same formula, charge and spin	5.5737	eV